Entry 1:
Density functional theory data (ωB97M-V/def2-TZVPD) for a structure of composition C6H24KN12O6 at a distorted geometry.

Each line ends with the Mulliken charge.
CARTESIAN COORDINATES (ANGSTROEM)
K (-2.85265, 25.92145, 7.12875)  0.991
C (-1.25004, 24.19955, 4.87836)  0.806
O (-0.97429, 24.51940, 6.01779)  -0.739
N (-1.86099, 23.00435, 4.58150)  -0.405
N (-1.11175, 24.92840, 3.73194)  -0.376
H (-1.96320, 22.71874, 3.62381)  0.143
H (-2.07380, 22.32255, 5.28495)  0.208
H (-0.85305, 25.89688, 3.78986)  0.204
H (-1.26275, 24.55548, 2.81347)  0.161
C (-5.95688, 29.06072, 8.58582)  0.624
O (-6.26123, 30.04990, 7.94306)  -0.657
N (-5.23892, 28.02433, 8.08011)  0.235
N (-6.21213, 28.93316, 9.93754)  -0.427
H (-5.12922, 27.18629, 8.63220)  0.159
H (-4.93478, 28.08238, 7.12038)  -0.146
H (-6.61193, 29.73075, 10.39703)  0.248
H (-5.52068, 28.37801, 10.41374)  0.174
C (-6.46470, 24.85653, 6.46127)  0.483
O (-5.34968, 24.87430, 6.96653)  -0.398
N (-7.04734, 25.99505, 6.00237)  -0.285
N (-7.21789, 23.70204, 6.33839)  -0.524
H (-6.46417, 26.81308, 6.08214)  0.137
H (-7.98367, 26.06412, 5.65312)  0.198
H (-7.25272, 23.11930, 7.16048)  0.240
H (-8.14040, 23.83175, 5.95098)  0.209
C (-1.44767, 29.34312, 7.85090)  0.542
O (-1.59731, 28.20032, 7.40935)  -0.540
N (-2.32091, 29.88812, 8.72970)  -0.338
N (-0.29611, 30.00372, 7.63570)  -0.431
H (-2.29930, 30.86357, 8.97225)  0.203
H (-3.14554, 29.39562, 9.02456)  0.113
H (-0.09467, 30.92676, 7.97236)  0.156
H (0.39192, 29.53342, 7.07663)  0.234
C (-3.92250, 28.29895, 4.16140)  0.410
O (-4.07727, 27.64265, 5.19126)  -0.524
N (-3.03199, 29.31720, 4.11971)  -0.394
N (-4.60220, 28.01607, 3.01293)  -0.441
H (-2.64728, 29.71088, 3.28201)  0.182
H (-2.61464, 29.51791, 5.01297)  0.161
H (-4.21342, 28.40672, 2.17377)  0.193
H (-5.08811, 27.13905, 3.07982)  0.254
C (-4.56437, 24.98484, 10.39828)  0.533
O (-4.18952, 25.82683, 9.59041)  -0.529
N (-4.84547, 23.71746, 9.99315)  -0.371
N (-4.73634, 25.21313, 11.73104)  -0.422
H (-4.98513, 23.60911, 8.99953)  0.209
H (-5.10235, 22.92836, 10.55731)  0.176
H (-5.13169, 24.43945, 12.23412)  0.153
H (-4.66295, 26.11130, 12.16676)  0.210

Forces on the atoms, in the same order (eV/Å):
-0.213 0.235 0.164
-1.029 -1.561 -1.080
0.191 0.664 -0.004
0.038 -0.228 -0.014
0.547 1.142 0.368
-0.099 -0.070 0.123
0.274 0.089 0.194
0.238 -0.063 0.106
-0.094 -0.109 0.137
0.377 0.898 -0.011
-0.284 -0.148 -0.101
-0.096 -0.059 -0.001
0.041 -0.515 -0.240
0.180 -0.173 -0.277
0.036 -0.039 -0.028
0.119 0.081 0.037
-0.249 0.093 0.435
-0.682 0.342 0.131
0.161 -0.365 0.146
0.710 -0.182 -0.065
-0.276 0.087 -0.053
-0.215 0.159 -0.177
-0.027 -0.023 0.046
0.357 -0.112 -0.088
-0.005 -0.018 0.023
0.016 -1.365 1.053
-0.246 0.219 -0.328
-0.299 0.811 0.181
0.422 0.658 -0.525
0.160 -0.023 -0.033
-0.019 -0.290 -0.467
-0.062 -0.017 0.090
-0.014 0.038 -0.041
0.373 -0.343 -0.114
-0.524 -0.071 0.281
0.011 0.081 0.366
0.467 0.358 0.862
-0.149 0.120 -0.012
0.254 0.063 -0.135
-0.485 -0.372 -0.388
-0.038 -0.031 -0.643
-0.202 -0.086 0.476
0.148 0.464 0.140
-0.077 -0.352 -0.748
-0.056 -0.809 -0.397
0.223 0.122 -0.040
-0.009 0.280 0.360
-0.050 0.340 0.460
0.152 0.080 -0.170

Output
LUMO = -2.1 eV
gap between HOMO and LUMO = 9.52 eV
total energy = -53106.5445 eV
energy relative to the best compared isomer or geometry (same formula, charge and spin) = 9.9 kcal per mole
total charge = +1

=====

Entry 2:
Density functional theory data (ωB97M-V/def2-TZVPD) for a cluster of 8 separate species, C23H43F8N8O9 in total at a distorted geometry.

Each line ends with the Mulliken charge.
CARTESIAN COORDINATES (ANGSTROEM)
N (-6.59038, 1.93258, 5.47276)  -0.571
C (-5.57191, 2.16443, 5.94106)  0.551
O (-4.31783, 2.14310, 6.26746)  0.051
C (-3.47172, 2.95605, 5.31739)  -1.210
C (-3.86310, 2.64656, 3.82160)  -0.394
C (-2.70331, 3.08684, 2.87224)  -0.731
O (-1.64577, 2.10550, 2.77101)  -0.118
C (-1.80360, 1.23541, 1.68684)  -1.117
C (-1.01983, 1.63986, 0.40602)  1.369
F (-1.27034, 0.66369, -0.54133)  -0.306
F (-1.54583, 2.80251, -0.12333)  -0.340
C (0.51483, 1.89906, 0.62072)  0.528
F (0.93763, 1.37942, 1.82205)  -0.301
F (0.73117, 3.24054, 0.73085)  -0.299
C (1.45968, 1.27942, -0.47096)  0.603
F (1.47446, -0.07559, -0.31741)  -0.278
F (2.72596, 1.73567, -0.17685)  -0.317
C (1.18769, 1.71904, -1.94699)  0.177
F (0.58299, 2.93094, -2.05018)  -0.289
F (0.53334, 0.75245, -2.68901)  -0.254
H (-2.44064, 2.53433, 5.42555)  0.239
H (-4.13839, 1.55886, 3.67390)  0.186
H (-4.75728, 3.24738, 3.50864)  0.353
H (-2.23511, 4.02373, 3.26070)  0.393
H (-3.10982, 3.30528, 1.85897)  0.333
H (-2.89100, 1.11303, 1.45432)  0.493
H (-1.42535, 0.22514, 1.98180)  0.036
H (2.19608, 1.83151, -2.44292)  0.225
O (-2.61257, -0.83342, -4.21180)  -0.606
C (-1.77952, -1.28035, -4.97398)  0.641
N (-0.44722, -1.15247, -4.72159)  -0.298
C (-2.14370, -2.00501, -6.24682)  -0.894
H (0.26872, -1.50857, -5.32716)  0.175
H (-0.17525, -0.67219, -3.87771)  0.309
H (-2.72394, -1.33630, -6.88209)  0.242
H (-2.74291, -2.88028, -5.99764)  0.251
H (-1.26073, -2.33172, -6.79816)  0.291
O (2.56302, -4.93638, 1.79177)  -0.711
C (2.12960, -3.82797, 1.51159)  0.429
N (2.83409, -2.97761, 0.72267)  -0.302
C (0.80369, -3.31686, 2.00629)  -0.397
H (2.51329, -2.05896, 0.46987)  0.237
H (3.72560, -3.29301, 0.37751)  0.203
H (0.81150, -3.30268, 3.09492)  0.179
H (0.01225, -3.97874, 1.65572)  0.311
H (0.59828, -2.30821, 1.64723)  0.042
O (4.38709, -9.59547, -0.07023)  -0.647
C (3.43559, -8.83206, -0.04471)  0.614
N (3.56022, -7.56327, 0.41569)  -0.252
C (2.05906, -9.22862, -0.51634)  -0.809
H (2.80200, -6.90340, 0.45543)  0.166
H (4.46837, -7.27326, 0.73783)  0.186
H (1.71077, -10.07404, 0.07635)  0.235
H (2.11300, -9.51794, -1.56561)  0.232
H (1.34264, -8.41271, -0.41528)  0.284
O (3.28930, 2.69649, -4.01351)  -0.691
C (3.37020, 3.20270, -5.12169)  0.627
N (3.32170, 2.44614, -6.24602)  -0.353
C (3.52593, 4.68216, -5.33605)  -0.843
H (3.38140, 2.82849, -7.17379)  0.202
H (3.21723, 1.45127, -6.13424)  0.220
H (4.44153, 5.01956, -4.84912)  0.329
H (2.67032, 5.19534, -4.89686)  0.186
H (3.57851, 4.93248, -6.39164)  0.296
O (2.06035, 5.04455, -7.94371)  -0.637
C (0.97839, 5.60245, -7.87182)  0.610
N (0.85544, 6.93029, -8.12952)  -0.394
C (-0.28910, 4.88045, -7.49741)  -0.786
H (-0.01525, 7.42705, -8.08097)  0.182
H (1.68943, 7.43505, -8.38161)  0.227
H (-0.17120, 4.44738, -6.50406)  0.176
H (-0.47191, 4.08611, -8.22051)  0.247
H (-1.15103, 5.54786, -7.48668)  0.342
O (-2.47884, -1.39421, 3.78533)  -0.598
C (-2.60560, -2.30011, 4.58208)  0.653
N (-3.18822, -2.09678, 5.79222)  -0.354
C (-2.12692, -3.69944, 4.28890)  -0.672
H (-3.31107, -2.81779, 6.47842)  0.166
H (-3.51081, -1.16182, 6.00237)  0.238
H (-1.05534, -3.66397, 4.10475)  -0.068
H (-2.63958, -4.07166, 3.40207)  0.243
H (-2.31856, -4.38491, 5.11603)  0.370
O (-1.16903, 1.00781, 6.31252)  -0.525
C (-0.09097, 0.90644, 6.85139)  0.640
N (1.04869, 1.33237, 6.23012)  -0.363
C (0.08726, 0.31381, 8.22868)  -1.025
H (1.96242, 1.26871, 6.63870)  0.167
H (0.95287, 1.73216, 5.30962)  0.226
H (-0.27859, -0.71279, 8.22295)  0.220
H (-0.48802, 0.90106, 8.94379)  0.257
H (1.13349, 0.31008, 8.54058)  0.355

Forces on the atoms, in the same order (eV/Å):
-2.374 0.223 -0.221
3.732 -0.845 0.267
-1.787 -0.290 0.130
1.419 1.218 -1.833
0.013 0.168 0.562
-0.786 0.258 0.486
0.122 0.162 -0.707
-0.017 -0.815 0.544
-1.674 0.497 0.390
0.840 0.483 0.484
0.458 -0.695 0.220
0.225 0.170 0.760
-0.384 -0.129 -0.898
-0.012 -0.892 -0.502
-0.221 0.880 0.572
-0.070 0.629 -0.402
-0.778 -0.400 -0.274
2.276 -0.238 -1.421
-0.270 -1.054 0.368
-0.122 0.889 0.938
-1.179 0.024 0.233
0.356 0.686 -0.251
0.551 -0.516 0.196
-0.345 -0.716 -0.145
0.333 -0.147 0.515
0.852 0.082 -0.298
-0.264 0.683 -0.171
-1.022 -0.117 0.602
-0.072 -0.099 -0.191
0.097 0.128 0.246
0.067 0.015 0.088
0.207 -0.076 -0.145
-0.133 -0.031 -0.023
-0.042 -0.044 -0.112
-0.078 -0.069 0.073
-0.071 0.099 -0.022
-0.051 -0.015 -0.022
-0.091 -0.077 -0.096
0.137 0.063 -0.088
0.105 -0.037 -0.070
0.028 0.249 -0.154
-0.072 -0.053 0.087
-0.040 0.039 0.025
-0.001 -0.081 -0.051
0.029 -0.029 0.120
-0.070 -0.030 0.068
-0.165 -0.116 -0.085
0.339 0.204 0.141
-0.042 -0.051 -0.165
-0.173 0.173 0.015
0.075 0.017 0.189
-0.096 0.036 0.055
0.056 -0.038 -0.101
0.016 -0.103 0.072
-0.006 -0.050 -0.010
0.043 0.043 -0.032
-0.042 -0.122 -0.025
0.071 -0.222 -0.071
0.229 0.112 -0.163
-0.143 0.181 0.116
0.006 0.059 0.006
-0.121 -0.035 0.174
0.087 -0.004 0.085
-0.027 0.034 0.089
-0.141 -0.082 -0.192
0.030 0.067 -0.055
0.130 0.099 -0.051
-0.142 0.168 0.007
0.008 -0.119 0.045
-0.054 -0.011 0.019
0.022 -0.088 -0.084
0.065 -0.048 0.102
0.002 -0.060 0.021
0.162 -0.127 -0.356
-0.176 0.356 0.209
-0.089 0.109 0.080
-0.083 -0.222 0.270
0.039 -0.020 -0.119
0.098 0.029 -0.016
-0.073 -0.049 -0.073
0.107 0.058 -0.032
0.029 -0.020 -0.042
0.174 -0.440 0.337
-0.185 0.142 -0.312
0.238 0.046 -0.145
0.291 0.008 0.110
-0.106 -0.016 0.058
-0.074 -0.009 0.046
-0.090 0.074 0.023
-0.076 -0.082 -0.060
-0.036 -0.026 0.042

Output
LUMO = 1.5 eV
gap between HOMO and LUMO = 3.08 eV
total energy = -76638.2022 eV
total charge = -1

=====

Entry 3:
Density functional theory data (ωB97M-V/def2-TZVPD) for a structure of composition C8H22Br2CrMnN6O20S2 at a distorted geometry.

Each line ends with the Mulliken spin population.
CARTESIAN COORDINATES (ANGSTROEM)
Mn (5.22539, 5.83623, 17.16378)  4.764
Cr (10.25384, 5.92957, 15.31061)  3.983
S (7.73909, 5.87528, 16.21709)  -0.015
O (8.23438, 5.41994, 14.95033)  0.014
O (6.85181, 6.97090, 16.20438)  0.002
O (6.90235, 4.80758, 16.74087)  -0.028
O (9.04895, 6.09789, 16.85463)  -0.002
S (4.41886, 7.76785, 18.72276)  -0.004
O (3.67177, 7.05285, 17.73102)  0.059
O (5.70232, 7.06862, 18.67157)  0.080
O (4.55094, 9.18914, 18.52947)  0.006
O (3.73627, 7.74901, 20.01604)  0.006
Br (7.08911, 1.61244, 19.70495)  0.000
C (8.17754, 3.18381, 19.26694)  -0.005
C (9.58715, 2.84140, 18.76318)  -0.001
Br (10.93752, 4.24522, 18.88720)  0.007
H (8.14460, 3.78796, 20.17359)  -0.001
H (7.62210, 3.86535, 18.62267)  0.020
H (9.53368, 2.53851, 17.71748)  0.005
H (9.85515, 1.96759, 19.35708)  0.000
C (7.08962, 1.64369, 15.48542)  -0.001
N (5.75681, 1.34671, 16.11525)  -0.001
O (5.08509, 0.47066, 15.63724)  0.001
O (5.33184, 2.17691, 16.96385)  0.005
H (7.87512, 1.38190, 16.19433)  0.000
H (7.10282, 2.73001, 15.39696)  0.005
H (7.21401, 1.15600, 14.51857)  0.000
C (8.67108, 8.12781, 19.38869)  0.001
N (9.79339, 8.45603, 20.25118)  0.000
O (10.65408, 9.23662, 19.83020)  0.000
O (9.86032, 7.91040, 21.32530)  0.000
H (8.04326, 9.01434, 19.47821)  -0.001
H (8.10940, 7.20751, 19.54898)  -0.001
H (8.90878, 8.05859, 18.32719)  -0.001
C (8.34454, 3.98647, 11.80363)  0.001
N (9.52132, 4.92199, 11.81804)  -0.002
O (10.16004, 5.08906, 12.90531)  0.000
O (9.73113, 5.55262, 10.77987)  0.011
H (8.11772, 3.60844, 12.80050)  -0.001
H (8.50162, 3.21786, 11.04689)  0.000
H (7.48073, 4.52434, 11.41297)  0.000
C (13.08529, 8.89091, 17.59050)  0.001
N (12.04199, 8.60468, 16.60474)  -0.008
O (11.76045, 9.48995, 15.80998)  0.003
O (11.47300, 7.58035, 16.67173)  0.018
H (13.91822, 8.25563, 17.28924)  0.000
H (12.61295, 8.59634, 18.52763)  0.000
H (13.19552, 9.97494, 17.56188)  0.000
C (5.26493, 6.99109, 13.34694)  0.004
N (4.36713, 6.04224, 14.06156)  0.008
O (3.37544, 5.65941, 13.48492)  0.037
O (4.76653, 5.64402, 15.15860)  -0.015
H (6.21975, 6.54902, 13.06237)  0.001
H (5.42731, 7.78807, 14.07259)  0.000
H (4.77905, 7.35306, 12.44085)  0.000
C (8.31328, 9.50912, 14.87665)  0.003
N (8.64584, 8.35645, 13.99599)  0.006
O (9.63581, 7.64783, 14.32513)  -0.016
O (8.01574, 8.26271, 12.97191)  0.049
H (9.19865, 9.73854, 15.46960)  0.000
H (7.46096, 9.36212, 15.54000)  0.000
H (7.99706, 10.35342, 14.26406)  0.001

Forces on the atoms, in the same order (eV/Å):
-1.601 0.424 1.203
-1.350 -0.109 0.346
-0.890 -1.739 0.932
1.445 -1.127 -4.760
-0.003 3.880 -0.896
0.915 -2.376 1.408
1.467 0.762 2.313
-2.448 5.592 6.834
-2.611 -2.612 -4.358
3.633 -1.659 0.645
1.430 1.182 -2.786
0.338 -2.430 0.171
0.568 0.336 -0.409
-0.240 1.632 0.406
-1.305 -0.936 0.274
-0.401 -0.263 0.064
0.653 -0.453 0.362
-0.041 -0.741 -0.571
0.148 0.112 0.070
0.783 0.260 -0.104
0.146 0.598 0.571
-1.316 2.502 0.548
0.182 -0.572 0.183
1.299 -1.938 -1.566
-0.142 -0.233 -0.034
0.022 -0.041 -0.059
-0.317 -0.212 0.359
-1.503 0.595 -1.523
1.544 -0.942 -0.031
-0.619 -0.217 -0.057
-0.125 0.168 0.154
-0.516 -0.274 0.048
0.269 0.285 1.096
0.829 0.364 0.228
-0.312 -0.046 -0.130
0.577 1.717 0.336
-0.969 -0.612 -2.357
-0.043 -1.391 2.302
0.421 0.084 -0.163
0.479 -0.090 0.309
0.230 0.427 0.196
-0.506 0.162 0.389
0.606 4.460 -1.137
0.240 -0.561 0.173
-1.656 -4.499 -0.105
0.214 0.378 0.370
0.456 -0.102 0.172
0.620 -0.353 -0.011
-0.135 0.863 0.038
0.177 -0.696 -1.005
0.543 0.205 0.863
-1.006 -0.286 -1.502
-0.202 -0.396 0.492
0.163 0.042 -0.208
-0.212 -0.109 0.327
0.156 0.861 0.623
0.438 0.460 0.159
-1.618 1.698 -1.241
0.729 -0.804 0.578
-0.107 -0.071 -0.160
0.065 -0.926 -0.035
0.411 -0.234 -0.336

Output
spin multiplicity = 10
LUMO (spin up / spin down) = -2.1 / -2.2 eV
gap between HOMO and LUMO (spin up / spin down) = 4.48 / 4.46 eV
total energy = -280022.9146 eV
energy relative to the best compared isomer or geometry (same formula, charge and spin) = 103.2 kcal per mole
total charge = 0

=====

Entry 4:
Density functional theory data (ωB97M-V/def2-TZVPD) for the molecule C4H9NO at a distorted geometry.

Each line ends with the Mulliken charge.
CARTESIAN COORDINATES (ANGSTROEM)
N (-0.38417, -1.26160, -0.83687)  -0.690
C (-0.29217, -0.03620, -0.15177)  0.935
C (1.13413, 0.48242, -0.04136)  -0.633
O (1.75311, -0.68859, 0.57792)  -0.578
C (-1.21578, 1.05099, -0.55513)  -0.708
C (-1.27416, 0.51066, 0.91228)  -0.810
H (-1.28698, -1.70537, -0.77298)  0.257
H (0.26161, -1.86489, -0.30031)  0.281
H (1.29804, 1.41998, 0.57874)  0.344
H (1.65229, 0.65474, -0.96352)  0.342
H (2.76963, -0.16780, 0.80450)  0.330
H (-2.11024, 0.76510, -1.14064)  0.261
H (-0.79676, 2.12746, -0.86086)  0.187
H (-2.11096, -0.11878, 1.10782)  0.256
H (-1.12440, 1.18227, 1.79798)  0.226

Forces on the atoms, in the same order (eV/Å):
1.267 -1.509 0.894
-0.309 3.666 -0.080
-0.277 -1.326 1.500
5.808 3.958 1.291
-0.752 1.905 -0.146
0.446 1.007 -0.620
-0.356 0.222 0.033
-0.440 -0.128 -0.748
-0.794 -1.129 -0.436
-0.191 0.047 -0.992
-4.290 -3.213 -0.722
0.741 0.231 0.177
-0.953 -2.519 1.051
-0.612 -0.455 -0.122
0.711 -0.754 -1.080

Output
LUMO = 0.7 eV
gap between HOMO and LUMO = 9.63 eV
total energy = -7828.8331 eV
energy relative to the best compared isomer or geometry (same formula, charge and spin) = 80.4 kcal per mole
SMILES string = NC1(CO)CC1
total charge = 0

=====

- Which value of total energy does entry 2 give?
  -76638.2022 eV